(1)
CH7NP2 | wB97M-V/def2-TZVPD

The geometry in XYZ format:
```
11
Properties=species:S:1:pos:R:3:lowdin_charge:R:1
C -0.76946 -1.36608 0.55648 -0.288
N -1.72859 1.24668 0.36709 -0.306
P 2.46244 0.24700 -0.12873 0.489
P -0.51884 0.32005 -0.18525 0.628
H -1.50448 -1.34097 1.33327 0.027
H 0.17486 -1.54766 0.86716 -0.072
H -1.03284 -2.22820 -0.15279 0.076
H -1.60093 2.18542 -0.03491 -0.047
H 2.54654 0.79919 -1.57802 -0.170
H 2.64608 1.47892 0.48882 -0.277
H -0.67480 0.20565 -1.53311 -0.060
```

The value obtained for the HOMO energy (spin up / spin down) is -8.1 / -8.3 eV. Its total charge is 0. The value obtained for the calculated total energy is -779.63258 Ha. The relative energy (zero: lowest compared OMol25 entry of this formula, charge and spin) comes out at 59.1 kcal per mole.

(2)
C5H6FNS | wB97M-V/def2-TZVPD

The geometry in XYZ format:
```
14
Properties=species:S:1:pos:R:3:lowdin_charge:R:1
C -0.09754 2.19499 -0.14199 0.025
C -0.89979 1.11948 -0.04097 -0.163
N -0.48553 -0.24814 0.02743 -0.158
C -1.37473 -1.27106 0.18673 -0.687
S -2.99363 -1.32079 -0.09934 0.611
C 0.91162 -0.43129 0.32445 -0.068
C 1.67412 -1.33229 -0.29145 -0.127
F 2.96547 -1.43225 -0.03440 0.046
H -0.62342 3.13967 -0.12897 0.051
H 1.00798 2.19066 -0.30910 0.073
H -1.96300 1.25970 0.05852 0.078
H -0.83480 -2.17988 0.52737 0.077
H 1.36386 0.31614 0.96443 0.124
H 1.34940 -2.00493 -1.04272 0.118
```

The value obtained for the HOMO energy is -8.7 eV. Its total charge is 0. The value obtained for the calculated total energy is -746.86222 Ha. The SMILES is C=CN(C=S)/C=C/F. The relative energy (zero: lowest compared OMol25 entry of this formula, charge and spin) comes out at 24.6 kcal per mole.

(3)
C29H40AlN2O6Si | wB97M-V/def2-TZVPD

The geometry in XYZ format:
```
79
Properties=species:S:1:pos:R:3:lowdin_charge:R:1
Al -0.07573 1.87080 0.18613 0.195
C -0.38402 4.35483 -1.49008 0.044
O -0.81768 3.51216 -0.39308 -0.089
C -2.08484 3.74487 0.18875 -0.145
C -2.96999 4.70767 -0.24238 0.011
C -4.17792 4.82582 0.44047 -0.046
C -4.47638 4.00748 1.51739 -0.051
C -3.57742 3.04090 1.94309 0.020
C -2.37519 2.90758 1.26944 -0.144
N -1.34207 1.99536 1.55236 0.045
N -1.28249 1.43116 2.70105 0.195
C -0.14371 0.80445 3.04766 -0.128
C 1.11400 1.05482 2.41757 -0.220
O 1.25039 1.76373 1.31714 0.048
C 2.29915 0.60148 3.04257 0.022
C 2.24166 -0.13590 4.18267 0.023
C 1.00981 -0.46838 4.81464 -0.172
C 0.98407 -1.26053 5.97764 -0.013
C -0.20958 -1.57061 6.57658 -0.058
C -1.40527 -1.09416 6.02571 -0.050
C -1.40524 -0.32311 4.88622 -0.015
C -0.19505 0.00879 4.26149 -0.103
H -0.32457 5.38290 -1.14338 0.119
H -1.07333 4.25029 -2.32384 0.119
H 0.59843 3.99217 -1.77819 0.108
H -2.74780 5.35931 -1.07429 0.121
H -4.89085 5.57314 0.12022 0.119
H -5.42057 4.12108 2.03205 0.118
H -3.79608 2.39730 2.78339 0.122
H 3.23602 0.84413 2.56062 0.132
H 3.15833 -0.50062 4.63141 0.132
H 1.91934 -1.62221 6.38708 0.121
H -0.23350 -2.18012 7.46980 0.112
H -2.34603 -1.34184 6.50007 0.113
H -2.33948 0.02135 4.46547 0.109
C -1.09329 -2.51331 0.77312 -0.009
C 0.38607 -2.59172 0.41174 -0.617
C 0.65798 -3.74104 -0.55038 -0.012
C 1.23313 -2.73344 1.66588 -0.011
O 0.78106 -1.33962 -0.19225 -0.091
Si 0.37182 -0.62169 -1.59734 0.091
O -0.15010 0.86280 -1.12566 -0.061
O 1.61519 -0.49005 -2.63254 -0.087
C 3.01302 -0.21247 -2.42090 -0.622
C 3.18459 0.92010 -1.41615 -0.024
C 3.69620 -1.47730 -1.91909 -0.016
C 3.56301 0.19011 -3.78244 -0.022
O -0.82909 -1.41570 -2.33289 -0.092
C -1.25806 -1.38847 -3.71498 -0.623
C -1.24851 0.04120 -4.24289 -0.029
C -0.33340 -2.28256 -4.52965 -0.017
C -2.67721 -1.93987 -3.70783 -0.026
H -1.41530 -3.42542 1.27929 0.097
H -1.69987 -2.38385 -0.12345 0.083
H -1.26677 -1.67377 1.44930 0.079
H 0.41048 -4.69753 -0.08793 0.096
H 1.71427 -3.75814 -0.82593 0.088
H 0.05820 -3.63016 -1.45315 0.077
H 0.98979 -3.65922 2.18889 0.098
H 1.04703 -1.89722 2.34153 0.062
H 2.29447 -2.74688 1.41041 0.093
H 2.78943 0.63111 -0.44095 0.067
H 2.67304 1.81832 -1.77214 0.086
H 4.24029 1.16312 -1.28674 0.100
H 3.29426 -1.77459 -0.94952 0.071
H 4.76961 -1.30907 -1.81603 0.095
H 3.54267 -2.29213 -2.62824 0.097
H 3.05468 1.08334 -4.14897 0.089
H 3.40558 -0.61509 -4.50089 0.091
H 4.63257 0.39672 -3.72205 0.092
H -0.23355 0.44383 -4.24649 0.080
H -1.88760 0.67380 -3.62270 0.088
H -1.62662 0.06836 -5.26539 0.095
H 0.68727 -1.90286 -4.50220 0.076
H -0.66508 -2.32093 -5.56910 0.094
H -0.34583 -3.29830 -4.13111 0.090
H -3.32757 -1.30830 -3.10099 0.088
H -2.68666 -2.94844 -3.29270 0.089
H -3.07756 -1.97974 -4.72196 0.092
```

The value obtained for the HOMO energy is -11.1 eV. Its total charge is +1. The value obtained for the calculated total energy is -2222.10554 Ha. The relative energy (zero: lowest compared OMol25 entry of this formula, charge and spin) comes out at 7.7 kcal per mole.

(4)
C18H29AuN2O2P2S | wB97M-V/def2-TZVPD

The geometry in XYZ format:
```
55
Properties=species:S:1:pos:R:3:lowdin_charge:R:1
C -1.00074 3.19474 -2.67834 -0.009
C -0.97567 2.14548 -1.76027 -0.297
N 0.11390 1.79637 -1.06097 0.043
C 1.27818 2.40893 -1.32643 -0.304
C 1.34419 3.42376 -2.28194 -0.014
C 0.20164 3.84305 -2.95543 -0.028
C -2.18038 1.24435 -1.66418 -0.259
P -2.23548 0.23299 -0.13150 0.807
Au -0.02601 0.18414 0.65373 0.866
P 2.33829 0.33303 0.22943 0.811
C 2.50450 1.99820 -0.55635 -0.247
C -0.26088 -1.62893 1.70579 -0.225
C -0.76870 -1.27404 3.04690 -0.370
C -0.61749 -2.40341 4.01814 -0.083
C -0.08153 -3.60741 3.66235 -0.100
C 0.33777 -3.85538 2.34657 -0.082
C 0.23949 -2.84647 1.35918 -0.129
O -1.56361 -0.48763 -3.54338 -0.211
O 0.85308 -0.62857 -3.03892 -0.370
H -1.97263 3.43359 -3.12763 0.124
H 2.31856 3.86240 -2.47948 0.119
H 0.21553 4.64238 -3.68769 0.114
C -3.18620 1.02252 1.17010 -0.251
C -3.16508 -1.25149 -0.59834 -0.219
H 3.38543 2.00407 -1.20936 0.100
H 2.69746 2.70651 0.26139 0.106
H -2.06365 0.46581 -2.38823 -0.010
H -3.16255 1.71772 -1.89188 0.121
C 3.29696 0.39815 1.77007 -0.257
C 3.23252 -0.76177 -0.91488 -0.246
H -1.85337 -1.02459 2.96383 0.132
H -0.82406 -2.14957 5.05580 0.076
H 0.04022 -4.39334 4.42264 0.112
H 0.61988 -4.85184 2.05914 0.093
H 0.49987 -3.04105 0.32124 0.058
H -0.01206 -1.83356 -1.24799 0.030
H 0.96337 -1.51476 -3.34117 -0.025
H -0.46171 -0.47006 -3.41099 -0.012
H -1.86928 -0.00388 -4.33186 0.043
H 0.38501 -1.07919 -1.74981 0.024
H -4.21579 1.26416 0.88404 0.054
H -3.21249 0.30504 1.99723 0.034
H -2.67131 1.92006 1.52758 0.055
H -4.24045 -1.01459 -0.65945 0.060
H -2.79677 -1.61841 -1.56812 0.044
H -2.99116 -1.99570 0.19131 0.050
H 4.27872 -0.41582 -1.01497 0.055
H 3.21930 -1.77446 -0.47951 0.052
H 2.70705 -0.75554 -1.88269 0.016
H 4.32464 0.75612 1.58510 0.055
H 2.75500 1.03502 2.48739 0.026
H 3.29125 -0.61817 2.19246 0.057
S 0.51749 0.16641 5.05520 0.534
C 0.03566 -0.02984 3.45612 -1.010
N 0.41413 0.82448 2.55904 -0.115
```

The value obtained for the HOMO energy (spin up / spin down) is -6.6 / -6.9 eV. Its total charge is 0. The value obtained for the calculated total energy is -2179.59548 Ha. As for the multiplicity: 3.

(5)
C3H4N2O | wB97M-V/def2-TZVPD

The geometry in XYZ format:
```
10
Properties=species:S:1:pos:R:3:lowdin_charge:R:1
O -1.35234 1.76804 0.11562 0.081
C -0.62820 0.80943 0.00735 -0.448
C -0.93616 -0.68593 -0.02530 -0.124
N 0.33465 -1.37116 0.19480 0.042
C 1.22695 -0.46474 0.10868 -0.200
N 0.75864 0.82469 -0.12385 0.117
H -1.70999 -0.98612 0.68355 0.124
H -1.29610 -0.92452 -1.03517 0.134
H 2.29126 -0.63752 0.23981 0.124
H 1.30719 1.66899 -0.16920 0.150
```

The value obtained for the HOMO energy is -9.8 eV. Its total charge is 0. The value obtained for the calculated total energy is -301.47491 Ha. The SMILES is O=C1CN=CN1. The relative energy (zero: lowest compared OMol25 entry of this formula, charge and spin) comes out at 7.7 kcal per mole.

(6)
C29H23AgN3O8 | wB97M-V/def2-TZVPD

The geometry in XYZ format:
```
64
Properties=species:S:1:pos:R:3:lowdin_charge:R:1
Ag 0.55920 0.51199 -0.66611 0.789
C -2.53552 3.40357 -2.97850 -0.070
O -1.86438 4.06036 -1.89367 0.008
C -1.07514 3.12154 -1.31736 -0.307
N -1.03956 1.96676 -1.84501 0.128
C -1.94377 1.96396 -2.98987 -0.233
C -3.02828 0.91475 -2.90885 -0.206
C -3.51083 0.48769 -1.67876 -0.039
C -4.53066 -0.44922 -1.61944 -0.073
C -5.08503 -0.95343 -2.78599 -0.093
C -4.61242 -0.52203 -4.01710 -0.090
C -3.58333 0.40476 -4.07749 -0.048
C -0.27257 3.50832 -0.15709 -0.177
C 0.02820 4.83499 0.12640 0.010
C 0.86384 5.11161 1.19331 -0.036
C 1.37727 4.05238 1.92743 0.021
C 1.01963 2.76188 1.57034 -0.158
N 0.18673 2.48367 0.56205 0.134
C 1.58125 1.57421 2.22722 -0.307
N 1.50272 0.43161 1.70182 0.150
C 2.23131 -0.51049 2.53040 -0.223
C 2.65148 0.35566 3.75405 -0.053
O 2.24822 1.69778 3.40130 0.007
C 1.42674 -1.74613 2.86063 -0.181
C 0.04326 -1.75781 2.72390 -0.038
C -0.67723 -2.91136 2.99352 -0.083
C -0.02174 -4.06127 3.40737 -0.097
C 1.35756 -4.05276 3.54846 -0.078
C 2.07886 -2.90142 3.27290 -0.027
H -2.34646 3.95732 -3.89744 0.124
H -3.60615 3.39589 -2.77334 0.127
H -1.35219 1.79337 -3.89229 0.150
H -3.05422 0.85380 -0.76938 0.115
H -4.86974 -0.80749 -0.65608 0.107
H -5.87334 -1.69425 -2.73910 0.098
H -5.03665 -0.91960 -4.93079 0.098
H -3.19797 0.72356 -5.04009 0.112
H -0.38296 5.61689 -0.49696 0.117
H 1.12682 6.13075 1.44076 0.110
H 2.05505 4.20657 2.75523 0.121
H 3.11479 -0.82498 1.96598 0.148
H 3.72543 0.34984 3.92749 0.126
H 2.12848 0.06718 4.66755 0.125
H -0.46397 -0.86818 2.37256 0.107
H -1.75114 -2.91374 2.85071 0.099
H -0.58085 -4.96925 3.59697 0.094
H 1.87895 -4.95397 3.84486 0.101
H 3.16134 -2.91651 3.33655 0.123
O 5.85168 -2.97108 -0.01396 0.065
C 4.82557 -2.36460 -0.26295 -0.308
C 3.44029 -2.93804 -0.28747 -0.332
O 3.14160 -4.11172 -0.10187 0.040
C 2.53649 -1.80907 -0.51423 -0.336
C 3.30133 -0.62215 -0.80284 -0.356
O 2.79421 0.48822 -1.13313 -0.108
C 4.72305 -0.89857 -0.57289 -0.334
O 5.65151 -0.09961 -0.58093 0.040
O 1.27282 -1.82624 -0.46061 -0.093
C -1.40197 -2.23519 -1.93770 -0.155
O -1.35153 -1.51221 -0.71766 -0.192
H -2.17616 -3.01007 -1.89324 0.073
H -0.44054 -2.70255 -2.15282 0.079
H -1.65121 -1.55010 -2.75113 0.063
H -0.56819 -1.84581 -0.24563 0.023
```

The value obtained for the HOMO energy is -3.1 eV. Its total charge is -1. The value obtained for the calculated total energy is -2032.11485 Ha.

| no. | strongest force on any atom (eV/A) |
| --- | --- |
| 1 | 3.5 |
| 2 | 1.4 |
| 3 | 0.5 |
| 4 | 4.1 |
| 5 | 0.5 |
| 6 | 1.0 |